[1]
ORCA calculation (ωB97M-V with the def2-TZVPD basis set) on C4H7N3 in the gas phase in a non-equilibrium geometry.

Its energy relative to the best compared isomer or geometry (same formula, charge and spin) is 559.3 kJ/mol. The HOMO energy comes out at -0.284 hartree. The calculation puts the total energy at -8725.883 eV. Its SMILES is CC1=NN2N[C@]12C. The HOMO-LUMO gap is 8.0 eV.

ORCA input file:
```
! wB97M-V def2-TZVPD RIJCOSX def2/J DEFGRID3
* xyz 0 1
C -0.402 1.636 -0.630
C -0.882 -1.828 0.195
N 1.170 0.719 1.106
C 0.372 0.547 0.024
C 0.206 -0.897 -0.140
N 2.063 -0.098 -0.149
N 1.501 -1.262 -0.371
H 1.280 1.657 1.486
H -0.620 1.397 -1.673
H -1.343 1.788 -0.093
H 0.143 2.583 -0.581
H -0.818 -2.710 -0.451
H -0.814 -2.179 1.228
H -1.855 -1.353 0.047
*
```

[2]
ORCA calculation (ωB97M-V with the def2-TZVPD basis set) on C4H7N3 in the gas phase in a non-equilibrium geometry.

Its energy relative to the best compared isomer or geometry (same formula, charge and spin) is 203.5 kJ/mol. The HOMO energy comes out at -0.301 hartree. The calculation puts the total energy at -8729.570 eV. The HOMO-LUMO gap is 8.8 eV.

ORCA input file:
```
! wB97M-V def2-TZVPD RIJCOSX def2/J DEFGRID3
* xyz 0 1
C 0.365 -1.814 -0.867
C 0.663 -0.937 0.356
C -0.197 0.290 0.458
C 0.099 1.669 0.120
N -0.814 2.561 0.240
N -2.410 0.876 1.026
N -1.462 0.267 0.842
H 1.022 -2.692 -0.897
H -0.671 -2.170 -0.844
H 0.505 -1.251 -1.796
H 0.570 -1.538 1.270
H 1.711 -0.612 0.326
H 1.121 1.862 -0.222
H -0.501 3.491 -0.013
*
```

[3]
ORCA calculation (ωB97M-V with the def2-TZVPD basis set) on C4H7N3 in the gas phase.

Its energy relative to the best compared isomer or geometry (same formula, charge and spin) is 299.9 kJ/mol. The HOMO energy (spin up / spin down) comes out at -0.257 / -0.257 hartree. The calculation puts the total energy at -8728.571 eV. The HOMO-LUMO gap (spin up / spin down) is 7.9 / 7.9 eV.

ORCA input file:
```
! wB97M-V def2-TZVPD RIJCOSX def2/J DEFGRID3
* xyz 0 1
C -0.111 -0.591 -0.387
N 0.123 -1.223 -1.585
N -1.467 -0.456 -0.075
C -0.037 1.859 0.014
C 0.895 -0.607 0.615
C 1.116 0.493 1.429
N 0.429 1.609 1.167
H 0.975 -0.987 -2.066
H -0.669 -1.432 -2.171
H -2.014 0.114 -0.709
H -1.643 -0.212 0.888
H -1.013 2.386 0.006
H 1.581 -1.444 0.637
H 1.835 0.491 2.237
*
```

Look up the energy relative to the best compared isomer or geometry (same formula, charge and spin) of the second one. 203.5 kJ/mol

What is the energy relative to the best compared isomer or geometry (same formula, charge and spin) in the second record? 203.5 kJ/mol